{"formula": "C65H66F4N8O4RbSb", "method": "ωB97M-V with the def2-TZVPD basis set", "homo_ev": -1.94, "charge": -2, "de_lowest_ev": 0.489, "multiplicity": 1, "homo_lumo_gap_ev": 4.95, "elements": ["Rb", "C", "C", "N", "C", "C", "N", "C", "C", "C", "C", "C", "N", "C", "C", "N", "C", "C", "N", "C", "C", "C", "N", "C", "C", "H", "H", "H", "H", "H", "H", "H", "H", "H", "H", "H", "H", "C", "N", "C", "C", "C", "N", "C", "C", "F", "C", "F", "C", "C", "F", "C", "F", "H", "H", "H", "H", "H", "H", "H", "H", "H", "H", "H", "C", "C", "C", "O", "C", "C", "O", "C", "O", "C", "C", "C", "C", "C", "C", "C", "C", "C", "C", "C", "C", "C", "O", "C", "C", "C", "C", "C", "C", "C", "C", "C", "C", "C", "C", "H", "H", "H", "H", "H", "H", "H", "H", "H", "H", "H", "H", "H", "H", "H", "H", "H", "H", "H", "H", "H", "H", "H", "H", "H", "H", "H", "H", "C", "C", "Sb", "C", "C", "C", "C", "H", "H", "H", "H", "H", "H", "H", "H", "H", "H", "H", "H", "H", "H", "H"], "positions_angstrom": [[-0.353, 0.431, -0.001], [4.567, -0.523, -0.023], [3.211, -0.276, 0.149], [2.294, -1.060, -0.393], [2.711, -2.090, -1.116], [4.073, -2.353, -1.247], [5.005, -1.573, -0.709], [1.657, -2.916, -1.785], [2.001, -3.981, -2.616], [1.002, -4.734, -3.213], [-0.311, -4.343, -2.998], [-0.566, -3.232, -2.200], [0.392, -2.569, -1.564], [-1.953, -2.698, -2.086], [-2.845, -2.846, -3.145], [-4.084, -2.369, -3.110], [-4.412, -1.693, -2.017], [-3.514, -1.504, -0.975], [-2.295, -2.023, -0.992], [1.328, -5.909, -4.059], [2.499, -6.639, -3.877], [2.757, -7.731, -4.688], [1.945, -8.147, -5.658], [0.827, -7.446, -5.832], [0.479, -6.340, -5.074], [5.311, 0.137, 0.409], [2.858, 0.540, 0.769], [4.440, -3.212, -1.795], [3.038, -4.199, -2.820], [-1.136, -4.904, -3.415], [-2.542, -3.337, -4.062], [-5.410, -1.275, -1.969], [-3.782, -0.899, -0.119], [3.199, -6.384, -3.093], [3.666, -8.305, -4.546], [0.171, -7.781, -6.629], [-0.435, -5.808, -5.301], [0.255, -3.194, 1.936], [1.423, -2.447, 2.347], [2.586, -3.299, 2.408], [1.199, -1.738, 3.599], [2.146, -0.570, 3.834], [1.756, 0.521, 2.981], [2.407, 1.662, 3.025], [1.897, 2.734, 2.230], [0.766, 2.476, 1.539], [2.447, 3.985, 2.169], [1.851, 4.922, 1.399], [3.597, 4.333, 2.873], [4.134, 3.318, 3.647], [5.260, 3.570, 4.367], [3.591, 2.055, 3.732], [4.238, 1.162, 4.546], [-0.007, -4.003, 2.647], [0.423, -3.644, 0.955], [-0.603, -2.522, 1.849], [2.490, -4.082, 3.187], [3.481, -2.718, 2.624], [2.731, -3.797, 1.447], [1.260, -2.448, 4.449], [0.185, -1.329, 3.580], [3.183, -0.900, 3.680], [2.075, -0.311, 4.903], [4.038, 5.315, 2.813], [-1.648, 5.635, -4.566], [-2.369, 4.491, -3.865], [-3.845, 4.479, -4.254], [-2.177, 4.625, -2.473], [-1.797, 3.366, -1.885], [-1.608, 2.415, -3.094], [-1.781, 3.271, -4.236], [-0.209, 1.692, -3.238], [-0.139, 0.598, -2.459], [-0.031, 1.193, -4.693], [-1.112, 0.714, -5.434], [-0.928, 0.068, -6.648], [0.352, -0.119, -7.158], [1.437, 0.350, -6.431], [1.244, 0.996, -5.217], [0.897, 2.731, -2.924], [1.137, 3.830, -3.749], [2.101, 4.775, -3.427], [2.862, 4.634, -2.273], [2.660, 3.528, -1.460], [1.691, 2.589, -1.789], [-2.783, 3.037, -0.708], [-2.481, 1.860, -0.095], [-2.645, 4.172, 0.346], [-3.646, 4.308, 1.311], [-3.529, 5.183, 2.377], [-2.385, 5.961, 2.516], [-1.380, 5.841, 1.571], [-1.510, 4.963, 0.499], [-4.222, 3.033, -1.275], [-5.047, 4.151, -1.366], [-6.335, 4.056, -1.876], [-6.818, 2.840, -2.339], [-6.001, 1.718, -2.271], [-4.727, 1.817, -1.728], [-2.224, 6.556, -4.462], [-1.541, 5.402, -5.626], [-0.666, 5.780, -4.120], [-4.362, 5.332, -3.813], [-4.326, 3.563, -3.915], [-3.924, 4.535, -5.342], [-0.820, 3.495, -1.418], [-2.361, 1.621, -3.089], [-2.117, 0.841, -5.055], [-1.790, -0.291, -7.200], [0.498, -0.620, -8.108], [2.445, 0.210, -6.808], [2.103, 1.341, -4.654], [0.563, 3.930, -4.660], [2.259, 5.627, -4.080], [3.608, 5.376, -2.012], [3.252, 3.399, -0.561], [1.551, 1.712, -1.172], [-4.540, 3.708, 1.219], [-4.329, 5.253, 3.107], [-2.278, 6.642, 3.352], [-0.469, 6.420, 1.667], [-0.688, 4.902, -0.200], [-4.672, 5.112, -1.037], [-6.960, 4.941, -1.926], [-7.820, 2.767, -2.748], [-6.363, 0.765, -2.642], [-4.080, 0.956, -1.634], [-3.486, 1.027, 5.411], [-2.420, 0.471, 4.474], [-2.909, 0.143, 2.370], [-3.869, -1.837, 2.609], [-4.080, -2.367, 4.024], [-4.776, 1.240, 2.338], [-6.029, 0.591, 2.914], [-3.073, 1.238, 6.403], [-4.316, 0.331, 5.547], [-3.903, 1.961, 5.031], [-2.026, -0.478, 4.848], [-1.567, 1.152, 4.430], [-3.242, -2.530, 2.040], [-4.823, -1.785, 2.079], [-3.133, -2.468, 4.557], [-4.554, -3.355, 4.022], [-4.713, -1.704, 4.615], [-4.912, 1.487, 1.283], [-4.560, 2.181, 2.844], [-6.336, -0.281, 2.335], [-6.869, 1.294, 2.899], [-5.895, 0.267, 3.946]], "forces_ev_per_a": [[0.4, -0.8, 0.9], [0.0, 0.0, 0.0], [0.0, -0.1, 0.1], [-0.1, 0.2, -0.1], [-0.1, 0.0, 0.0], [0.0, 0.0, 0.0], [0.0, 0.0, 0.0], [0.1, -0.1, 0.0], [0.0, 0.1, 0.0], [0.0, -0.1, 0.0], [-0.1, 0.0, 0.1], [0.0, 0.1, 0.0], [0.1, 0.1, -0.1], [0.1, 0.0, 0.0], [0.0, 0.0, 0.0], [0.0, 0.0, 0.0], [0.0, 0.0, 0.0], [0.0, 0.0, 0.0], [0.0, 0.0, 0.0], [0.0, 0.1, 0.0], [0.0, -0.1, 0.1], [0.0, 0.0, 0.0], [0.0, 0.0, 0.0], [0.0, 0.0, 0.0], [0.0, 0.0, -0.1], [0.0, 0.0, 0.0], [0.0, 0.0, 0.0], [0.0, 0.0, 0.0], [0.0, 0.0, 0.0], [0.0, 0.0, 0.0], [0.0, 0.0, 0.0], [0.0, 0.0, 0.0], [0.0, 0.0, 0.0], [0.0, 0.0, 0.0], [0.0, 0.0, 0.0], [0.0, 0.0, 0.0], [0.0, 0.0, 0.0], [0.0, 0.1, 0.0], [0.0, 0.0, 0.0], [-0.1, 0.0, 0.0], [0.0, -0.1, 0.1], [0.0, 0.0, 0.0], [0.0, 0.0, 0.0], [0.1, -0.2, 0.2], [-0.1, 0.2, -0.1], [0.0, 0.3, -0.1], [0.0, 0.0, 0.0], [0.0, 0.0, 0.0], [0.0, -0.1, 0.1], [0.0, 0.0, 0.0], [0.0, 0.0, 0.0], [0.1, 0.0, 0.1], [-0.1, 0.0, -0.1], [0.0, 0.0, 0.0], [0.0, 0.0, 0.0], [0.1, 0.0, -0.1], [0.0, 0.0, 0.0], [0.0, 0.0, 0.0], [0.0, 0.0, 0.0], [0.0, 0.0, 0.0], [0.0, 0.0, 0.0], [0.0, 0.0, 0.0], [0.0, 0.0, 0.0], [0.0, 0.0, 0.0], [0.0, 0.0, 0.0], [0.0, 0.0, 0.0], [0.0, 0.0, 0.0], [0.0, 0.0, 0.0], [0.1, 0.0, 0.0], [0.0, 0.0, 0.0], [0.0, 0.0, 0.0], [0.0, 0.0, -0.1], [0.0, 0.2, -0.6], [-0.2, -0.1, 0.0], [0.0, 0.0, 0.0], [0.0, 0.0, 0.0], [0.0, 0.0, 0.0], [0.0, 0.0, 0.0], [0.1, 0.0, 0.0], [0.1, 0.0, -0.1], [0.0, 0.0, 0.0], [0.0, 0.0, 0.0], [0.0, 0.0, 0.0], [0.0, 0.0, 0.1], [-0.1, 0.0, -0.1], [0.0, 0.0, -0.1], [-0.5, 0.4, -0.3], [-0.1, -0.1, 0.1], [0.0, 0.0, 0.0], [0.0, 0.0, 0.0], [0.0, 0.0, 0.0], [0.0, 0.0, 0.0], [0.1, 0.0, 0.1], [0.0, 0.0, 0.0], [0.0, 0.0, 0.0], [0.0, 0.0, 0.0], [0.0, 0.0, 0.0], [0.0, 0.0, 0.0], [0.0, 0.0, 0.0], [0.0, 0.0, 0.0], [0.0, 0.0, 0.0], [0.0, 0.0, 0.0], [0.0, 0.0, 0.0], [0.0, 0.0, 0.0], [0.0, 0.0, 0.0], [0.0, 0.0, 0.0], [0.0, 0.0, 0.0], [0.0, 0.0, 0.0], [0.0, 0.0, 0.0], [0.0, 0.0, 0.0], [0.0, 0.0, 0.0], [0.0, 0.0, 0.0], [0.0, 0.0, 0.0], [0.0, 0.0, 0.0], [0.0, 0.0, 0.0], [0.0, 0.0, 0.0], [0.1, 0.0, -0.1], [0.0, 0.0, 0.0], [0.0, 0.0, 0.0], [0.0, 0.0, 0.0], [0.0, 0.0, 0.0], [0.0, 0.0, 0.0], [0.0, 0.0, 0.0], [0.0, 0.0, 0.0], [0.0, 0.0, 0.0], [0.0, 0.0, 0.0], [0.0, 0.0, 0.0], [0.0, 0.0, 0.0], [0.0, 0.1, 0.0], [-0.2, -0.3, 0.4], [0.1, 0.0, 0.0], [0.0, 0.0, 0.0], [0.0, 0.0, -0.1], [0.0, 0.0, 0.0], [0.0, 0.0, 0.0], [0.0, 0.0, 0.0], [0.0, 0.0, 0.0], [0.0, 0.0, 0.0], [0.0, 0.0, 0.0], [0.0, 0.0, 0.0], [0.0, 0.0, 0.0], [0.0, 0.0, 0.0], [0.0, 0.0, 0.0], [0.0, 0.0, 0.0], [0.0, 0.0, 0.0], [0.0, 0.0, 0.0], [0.0, 0.0, 0.0], [0.0, 0.0, 0.0], [0.0, 0.0, 0.0]], "mulliken_charge": [0.810, -0.876, -0.344, 1.409, -0.042, -0.465, -0.771, -0.133, -0.903, 0.889, -1.092, -0.555, 1.238, 0.354, -0.886, -0.719, -0.913, -0.375, 0.136, 0.568, -0.613, -0.354, -0.678, -0.365, -0.556, 0.517, 0.273, 0.478, 0.491, 0.902, 0.585, 0.516, 0.907, 0.435, 0.365, 0.367, 0.445, -0.882, 1.280, -1.342, -0.611, -1.057, 0.450, -0.736, 1.057, 0.393, -0.295, -0.357, -0.930, 0.141, -0.382, 0.057, -0.390, 0.341, 0.114, 0.091, 0.293, 0.271, 0.297, 0.325, -0.271, 0.305, 0.577, 0.488, -2.189, 1.563, -1.808, -0.444, -0.372, -1.272, -0.222, 2.856, -0.508, -0.305, -0.469, -0.879, -0.518, -1.008, -0.209, -1.222, -0.080, -1.100, -0.955, -0.133, 1.180, 1.837, 2.161, -0.715, -0.017, -1.127, -0.809, -0.824, -0.172, -0.237, 0.392, -0.994, -0.922, -0.220, 0.087, 0.465, 0.323, 0.489, 0.324, 0.260, 0.511, -0.118, 0.885, 0.253, 0.420, 0.416, 0.407, 0.454, 0.966, 0.395, 0.388, 0.520, -1.150, 0.777, 0.418, 0.398, 0.449, 0.215, 0.563, 0.375, 0.394, 0.280, -0.601, -1.066, -0.754, -2.002, -0.738, -1.334, 0.767, -1.282, 0.389, 0.166, 0.211, 0.381, 0.537, 0.529, 0.573, 0.274, 0.392, 0.183, -0.330, 0.156, 0.275, 0.395, 0.185]}

---

{"formula": "C25H34N4O4", "method": "ωB97M-V with the def2-TZVPD basis set", "homo_ev": -7.69, "charge": 0, "de_lowest_ev": 22.888, "multiplicity": 1, "homo_lumo_gap_ev": 6.91, "elements": ["O", "C", "N", "H", "C", "C", "C", "C", "C", "C", "H", "H", "H", "H", "H", "H", "H", "H", "H", "H", "H", "N", "C", "H", "H", "C", "N", "C", "C", "H", "H", "C", "H", "H", "C", "H", "H", "H", "H", "H", "H", "C", "C", "C", "C", "C", "C", "C", "C", "C", "N", "C", "O", "H", "H", "O", "C", "C", "H", "O", "H", "H", "H", "H", "H", "H", "H"], "positions_angstrom": [[-2.830, -0.328, 1.326], [-1.948, -0.956, 0.686], [-1.081, -1.842, 1.412], [-0.244, -2.224, 0.895], [-1.038, -1.900, 2.612], [-0.689, -3.254, 3.209], [0.795, -3.420, 3.125], [1.655, -2.730, 3.830], [1.354, -1.281, 3.426], [-0.250, -0.912, 3.583], [-0.414, -0.038, 3.462], [-0.349, -1.114, 4.720], [1.570, -1.027, 2.201], [1.817, -0.548, 4.121], [2.715, -2.910, 3.672], [1.366, -2.635, 5.034], [1.024, -3.439, 1.939], [0.989, -4.557, 3.444], [-1.365, -4.198, 2.591], [-1.040, -3.480, 4.375], [-2.056, -1.772, 3.025], [-1.514, -0.697, -0.398], [-2.540, -0.054, -1.264], [-3.095, 0.697, -0.509], [-1.899, 0.365, -2.126], [-3.560, -0.993, -2.152], [-4.446, -0.193, -3.140], [-5.429, 0.436, -2.330], [-6.078, 1.269, -3.559], [-6.724, 2.127, -3.406], [-6.784, 0.290, -4.000], [-4.865, 1.331, -4.687], [-5.289, 1.302, -5.607], [-4.478, 2.456, -4.520], [-3.900, 0.350, -4.259], [-3.924, -0.614, -4.850], [-2.885, 0.601, -4.218], [-6.169, 0.183, -1.554], [-4.923, 1.378, -1.785], [-2.840, -1.658, -2.554], [-4.177, -1.385, -1.360], [-0.393, -1.209, -1.031], [0.963, -0.659, -0.814], [1.174, 0.725, -0.982], [2.493, 1.092, -0.459], [2.527, 2.520, -0.681], [3.790, 3.101, -0.233], [4.701, 2.242, 0.287], [4.578, 0.647, 0.470], [3.446, 0.301, 0.156], [3.052, -1.123, 0.108], [1.871, -1.707, -0.274], [1.565, -2.989, -0.166], [3.654, -1.565, 0.503], [5.164, 0.233, 0.901], [5.904, 2.645, 1.073], [6.141, 4.000, 0.961], [5.546, 4.739, -0.114], [5.498, 5.711, -0.007], [3.881, 4.514, -0.169], [6.021, 4.360, -1.204], [7.064, 4.295, 1.208], [5.511, 4.232, 1.886], [2.038, 3.331, -0.900], [0.354, 1.360, -1.377], [-0.428, -2.361, -1.168], [-0.580, -1.060, -2.386]], "forces_ev_per_a": [[0.3, -1.5, -1.1], [-1.4, -1.4, 13.3], [1.3, 0.8, -15.0], [-1.4, 0.5, 0.5], [-2.7, -0.8, 17.6], [-2.6, -3.4, 1.2], [-4.1, -11.0, -6.5], [3.4, 8.0, 6.4], [-1.2, 3.3, -2.1], [5.0, -12.3, 2.2], [-1.9, 11.2, -2.0], [-0.8, -0.1, -1.8], [0.0, -0.7, 3.5], [0.4, -0.2, -0.9], [0.0, -0.4, 0.3], [1.0, -0.9, -2.7], [0.0, 0.1, 2.6], [-0.5, 1.6, -1.1], [2.4, 2.8, 1.5], [0.7, 1.2, -2.9], [-0.2, 0.3, -0.4], [-0.2, 3.2, -11.3], [-0.5, 2.7, -1.5], [1.3, -1.5, -2.4], [-1.1, 0.5, 1.6], [0.4, 2.9, 1.3], [0.6, -6.0, 8.7], [0.7, 8.4, -1.8], [-1.0, -5.5, -1.9], [0.3, 0.1, 0.1], [1.3, 3.1, 0.8], [-1.5, 5.9, 4.4], [-0.9, -0.4, -2.8], [-0.4, -2.4, -0.6], [-0.1, -3.3, -2.7], [0.6, 1.3, -1.1], [1.7, 1.1, 0.4], [0.6, -1.7, -0.9], [-0.6, -1.7, -0.3], [0.0, -1.2, -1.0], [-0.5, -0.9, -0.4], [0.1, -3.4, -7.1], [-2.0, 1.2, 0.1], [1.1, -6.0, 1.9], [-5.1, 6.8, -3.2], [8.6, -4.9, 3.9], [-1.6, 0.5, 0.3], [3.9, -3.7, 3.4], [-5.1, 17.3, -7.0], [-9.5, -6.2, -4.2], [-7.7, 7.0, -4.8], [-0.1, -1.9, 0.2], [1.7, 5.6, -0.4], [8.7, -7.6, 5.8], [13.2, -8.9, 9.0], [-1.7, -2.8, -3.8], [-5.5, 0.2, 4.1], [-2.3, -5.1, -5.2], [0.5, 4.9, 0.5], [4.2, -2.4, -0.2], [-1.7, 1.2, 2.7], [3.9, 0.7, 0.4], [0.9, 1.4, -0.7], [-4.7, 3.3, -2.1], [1.1, -0.2, 0.4], [0.4, 1.8, 1.0], [0.3, -0.1, 3.9]], "nbo_charge": [-0.691, 0.801, -0.674, 0.410, -0.068, -0.352, -0.455, -0.422, -0.391, -0.356, 0.163, 0.183, 0.159, 0.204, 0.220, 0.183, 0.236, 0.196, 0.205, 0.206, 0.228, -0.478, -0.249, 0.274, 0.176, -0.225, -0.439, -0.232, -0.370, 0.216, 0.165, -0.390, 0.217, 0.190, -0.233, 0.188, 0.182, 0.252, 0.124, 0.191, 0.210, -0.227, -0.175, -0.087, -0.098, -0.141, 0.167, 0.254, -0.171, 0.206, -0.532, 0.635, -0.655, 0.363, 0.171, -0.495, -0.135, -0.049, 0.202, -0.521, 0.195, 0.214, 0.188, 0.230, 0.252, 0.263, 0.195]}